Entry 1:
Formula: C22H20FeN4O6S
Source: OMol25
Level of theory: wB97M-V/def2-TZVPD

<S²>	8.77
gap between HOMO and LUMO (alpha / beta)	6.3 / 5.4	eV

Geometry as ORCA input:
```
! RIJCOSX wB97M-V def2-TZVPD def2/J DEFGRID3
* xyz 1 6
Fe 0.694 0.380 -0.485
O 1.461 6.342 -0.212
C 1.251 5.034 -0.233
C 0.498 4.352 0.736
C 0.351 2.986 0.618
N 0.896 2.299 -0.384
C 1.644 2.928 -1.292
C 1.843 4.288 -1.268
C 2.280 1.917 -2.265
O 2.888 2.277 -3.236
O 2.049 0.721 -1.856
C -0.375 2.050 1.598
O -1.042 2.492 2.500
O -0.165 0.818 1.297
H 1.048 6.780 0.546
H 0.047 4.864 1.571
H 2.458 4.778 -2.006
O -1.239 0.495 -1.574
S -2.351 1.503 -1.725
C -3.624 0.673 -2.783
C -4.927 0.771 -2.014
C -4.574 0.432 -0.571
C -3.391 1.318 -0.211
H -3.294 -0.355 -2.916
H -3.663 1.173 -3.747
H -5.680 0.095 -2.418
H -5.316 1.789 -2.072
H -4.286 -0.619 -0.505
H -5.417 0.602 0.101
H -2.764 0.898 0.570
H -3.704 2.320 0.075
C 0.690 -3.539 -2.027
C 0.791 -2.173 -1.787
N 0.846 -1.631 -0.576
C 0.800 -2.466 0.581
C 0.759 -3.960 0.344
C 0.669 -4.436 -0.956
C 0.808 -4.749 1.505
C 1.299 -4.225 2.687
C 1.927 -2.973 2.708
C 2.731 -2.511 3.766
C 3.497 -1.391 3.583
N 3.498 -0.723 2.398
C 2.699 -1.108 1.472
N 1.870 -2.173 1.557
H 0.667 -3.901 -3.041
H 0.835 -1.464 -2.602
H -0.132 -2.195 1.126
H 0.635 -5.499 -1.136
H 0.524 -5.786 1.447
H 1.334 -4.824 3.582
H 2.775 -3.081 4.680
H 4.174 -1.013 4.331
H 2.706 -0.579 0.519
*
```

Entry 2:
Formula: C22H20MoN6O12Si
Source: OMol25
Level of theory: wB97M-V/def2-TZVPD

energy relative to the best compared isomer or geometry (same formula, charge and spin)	88.4	kJ/mol
gap between HOMO and LUMO	6.6	eV

Geometry as ORCA input:
```
! RIJCOSX wB97M-V def2-TZVPD def2/J DEFGRID3
* xyz 2 1
Mo 0.360 0.649 -0.326
O 0.160 -4.768 -3.231
C 0.135 -3.623 -2.591
C -0.667 -3.373 -1.456
C -0.573 -2.143 -0.867
N 0.279 -1.218 -1.315
C 0.891 -1.374 -2.495
C 0.880 -2.565 -3.158
C 1.281 -0.029 -3.007
O 1.917 0.253 -3.961
O 0.680 0.914 -2.193
C -1.531 -1.504 0.112
O -2.311 -2.080 0.795
O -1.413 -0.154 0.024
H -0.408 -5.449 -2.846
H -1.391 -4.092 -1.094
H 1.361 -2.688 -4.119
C -2.130 2.954 1.825
C -0.970 2.186 2.368
C -0.639 2.247 3.726
C 0.390 1.482 4.241
C 1.097 0.605 3.420
C 0.727 0.592 2.098
N -0.225 1.395 1.590
N 1.239 -0.216 1.049
Si 2.494 -1.573 1.423
C 3.019 -2.336 -0.177
C 1.497 -2.766 2.432
C 3.871 -0.672 2.282
H -2.886 3.054 2.601
H -2.565 2.465 0.961
H -1.828 3.967 1.542
H -1.214 2.897 4.370
H 0.634 1.541 5.293
H 1.876 -0.033 3.807
H 2.252 -2.970 -0.618
H 3.860 -2.991 0.073
H 3.391 -1.617 -0.906
H 0.703 -3.229 1.841
H 1.044 -2.345 3.329
H 2.167 -3.570 2.751
H 3.675 0.394 2.399
H 4.790 -0.767 1.702
H 4.058 -1.097 3.270
O 1.747 6.328 -4.655
N 2.662 5.626 -4.298
O 3.792 5.623 -4.723
C 2.364 4.657 -3.216
C 1.079 4.604 -2.720
C 0.834 3.696 -1.707
C 1.838 2.888 -1.168
O 1.578 2.155 -0.097
C 3.082 2.894 -1.787
C 3.367 3.801 -2.789
N 4.072 1.867 -1.437
O 3.627 0.751 -1.171
O 5.236 2.160 -1.478
N -0.553 3.468 -1.288
O -0.962 2.349 -0.822
O -1.342 4.341 -1.411
H 0.303 5.236 -3.135
H 4.344 3.835 -3.255
*
```

Entry 3:
Formula: C22H20N3O7S
Source: OMol25
Level of theory: wB97M-V/def2-TZVPD

energy relative to the best compared isomer or geometry (same formula, charge and spin)	14.5	kJ/mol
gap between HOMO and LUMO	5.7	eV

Geometry as ORCA input:
```
! RIJCOSX wB97M-V def2-TZVPD def2/J DEFGRID3
* xyz -1 1
C -6.190 -2.727 1.470
O -6.064 -1.290 1.460
C -4.843 -0.694 1.504
C -4.842 0.723 1.547
C -3.660 1.417 1.749
C -2.447 0.724 1.962
C -1.157 1.335 2.319
N -0.084 0.716 1.949
S 1.395 1.468 1.514
C 2.605 0.126 1.490
C 3.084 -0.341 2.710
C 4.065 -1.326 2.730
C 4.581 -1.837 1.529
C 5.653 -2.895 1.584
C 4.105 -1.344 0.301
C 3.118 -0.359 0.283
O 1.253 1.879 0.138
O 1.756 2.398 2.550
C -2.447 -0.659 1.738
C -3.608 -1.391 1.544
H -7.267 -2.906 1.477
H -5.746 -3.172 0.566
H -5.735 -3.181 2.365
H -5.802 1.233 1.398
H -3.651 2.499 1.710
H -1.127 2.349 2.739
H 2.704 0.066 3.638
H 4.446 -1.710 3.680
H 5.962 -3.205 0.586
H 6.537 -2.528 2.114
H 5.312 -3.783 2.124
H 4.519 -1.750 -0.631
H 2.761 0.026 -0.665
H -1.489 -1.170 1.708
H -3.588 -2.468 1.405
O 0.177 -2.332 9.372
N -1.058 -2.139 9.428
O -1.808 -2.834 10.151
C -1.642 -1.093 8.644
C -3.028 -0.843 8.734
C -3.567 0.228 8.043
C -2.765 1.020 7.220
C -1.400 0.717 6.989
C -0.619 1.456 6.059
N 0.740 1.592 6.287
O 1.354 2.637 5.914
O 1.397 0.656 6.848
C -0.832 -0.315 7.808
H -3.619 -1.498 9.357
H -4.616 0.473 8.191
H -3.120 1.957 6.817
H -1.062 2.083 5.281
H 0.253 -0.413 7.808
*
```

Entry 4:
Formula: C22H20N4O
Source: OMol25
Level of theory: wB97M-V/def2-TZVPD

SMILES string	NC[C@]1(c2cccc(-c3ncnc4[nH]ccc34)c2)C[C@@H](O)c2ccccc21
energy relative to the best compared isomer or geometry (same formula, charge and spin)	22.9	kJ/mol
gap between HOMO and LUMO	8.7	eV

Geometry as ORCA input:
```
! RIJCOSX wB97M-V def2-TZVPD def2/J DEFGRID3
* xyz 0 1
N -0.438 -2.297 3.755
C -0.905 -0.984 3.308
C 0.132 -0.309 2.328
C 0.105 -1.021 0.974
C 0.707 -2.277 0.840
C 0.650 -2.982 -0.413
C 0.085 -2.367 -1.513
C -0.454 -1.081 -1.428
C -1.000 -0.373 -2.634
N -2.080 0.406 -2.474
C -2.660 0.946 -3.535
N -2.209 0.786 -4.791
C -1.114 0.110 -4.929
N -0.470 -0.169 -6.079
C 0.655 -0.960 -5.848
C 0.730 -1.144 -4.484
C -0.423 -0.501 -3.875
C -0.439 -0.442 -0.157
C 1.567 -0.309 2.951
C 2.297 0.918 2.370
O 2.706 0.693 1.039
C 1.144 1.875 2.273
C 1.242 3.255 2.221
C 0.069 4.012 2.242
C -1.185 3.372 2.238
C -1.292 1.950 2.247
C -0.088 1.184 2.311
H -0.216 -2.875 2.956
H -1.154 -2.743 4.324
H -1.012 -0.345 4.181
H -1.855 -1.108 2.750
H 1.196 -2.791 1.662
H 1.170 -3.916 -0.512
H 0.163 -2.830 -2.505
H -3.517 1.594 -3.430
H -0.758 0.199 -6.998
H 1.403 -1.240 -6.593
H 1.537 -1.630 -3.910
H -0.794 0.576 -0.033
H 1.475 -0.158 4.047
H 2.146 -1.220 2.751
H 3.112 1.226 3.045
H 1.872 0.672 0.540
H 2.207 3.760 2.183
H 0.062 5.098 2.196
H -2.095 3.943 2.133
H -2.275 1.495 2.274
*
```

Entry 5:
Formula: C22H20N5O3
Source: OMol25
Level of theory: wB97M-V/def2-TZVPD

SMILES string	CCOC(=O)[C@@H](/C(C)=N\N=C(\[O-])Nc1ccccc1)[C@@H](C#N)c1ccc(C#N)cc1
energy relative to the best compared isomer or geometry (same formula, charge and spin)	174.7	kJ/mol
gap between HOMO and LUMO	5.6	eV

Geometry as ORCA input:
```
! RIJCOSX wB97M-V def2-TZVPD def2/J DEFGRID3
* xyz -1 1
C 3.853 -2.766 2.563
C 3.223 -1.476 2.155
O 2.120 -1.732 1.214
C 1.180 -0.728 1.291
O 1.520 0.391 1.621
C -0.191 -1.178 0.881
C -0.937 -0.040 0.223
C -2.449 -0.186 0.080
N -0.477 1.029 -0.485
N 0.766 1.204 -0.741
C 1.198 2.584 -0.620
O 2.379 2.846 -0.841
N 0.257 3.543 -0.299
C 0.408 4.901 -0.235
C -0.619 5.713 0.260
C -0.522 7.112 0.196
C 0.632 7.675 -0.372
C 1.664 6.890 -0.864
C 1.568 5.492 -0.781
C 0.040 -2.609 0.113
C 0.445 -3.477 1.236
N 0.974 -4.192 2.003
C -1.024 -3.355 -0.695
C -1.304 -3.052 -2.028
C -2.206 -3.815 -2.794
C -2.984 -4.842 -2.191
C -4.116 -5.446 -2.921
N -5.018 -5.981 -3.449
C -2.755 -5.133 -0.836
C -1.791 -4.380 -0.102
H 4.672 -2.525 3.250
H 3.128 -3.435 3.016
H 4.243 -3.309 1.707
H 2.802 -0.975 3.048
H 3.960 -0.851 1.647
H -0.781 -1.485 1.842
H -2.767 -1.244 0.093
H -3.065 0.385 0.799
H -2.846 0.129 -0.884
H -0.644 3.132 0.033
H -1.493 5.154 0.635
H -1.357 7.695 0.567
H 0.703 8.755 -0.454
H 2.554 7.264 -1.342
H 2.353 4.881 -1.171
H 0.765 -2.125 -0.619
H -0.677 -2.255 -2.478
H -2.400 -3.588 -3.847
H -3.380 -5.907 -0.359
H -1.606 -4.689 0.935
*
```

Entry 6:
Formula: C22H20N6O2
Source: OMol25
Level of theory: wB97M-V/def2-TZVPD

SMILES string	C#CC(=O)N1CCC[C@@H](n2nc(C#CCOc3ccccc3)c3c(N)ncnc32)C1
energy relative to the best compared isomer or geometry (same formula, charge and spin)	489.9	kJ/mol
gap between HOMO and LUMO	8.9	eV

Geometry as ORCA input:
```
! RIJCOSX wB97M-V def2-TZVPD def2/J DEFGRID3
* xyz 0 1
C -3.532 3.202 -3.948
C -3.508 3.788 -2.869
C -3.534 4.469 -1.610
O -4.369 5.354 -1.499
N -2.687 4.187 -0.516
C -2.927 4.870 0.762
C -1.600 5.141 1.437
C -0.760 3.839 1.481
C -0.545 3.223 0.101
N 0.254 1.993 0.153
N -0.047 0.983 1.006
C 0.854 0.039 0.809
C 0.797 -1.207 1.497
C 0.721 -2.290 2.064
C 0.499 -3.551 2.775
O -0.252 -4.506 1.989
C 0.400 -5.308 1.058
C -0.218 -6.486 0.707
C 0.326 -7.400 -0.229
C 1.501 -7.084 -0.923
C 2.153 -5.877 -0.604
C 1.606 -5.016 0.382
C 1.779 0.497 -0.199
C 2.870 -0.012 -0.797
N 3.351 -1.196 -0.368
N 3.494 0.555 -1.796
C 3.026 1.763 -2.173
N 1.944 2.362 -1.611
C 1.363 1.704 -0.620
C -1.901 2.942 -0.511
H -3.503 2.676 -4.855
H -3.420 5.847 0.600
H -3.568 4.239 1.395
H -1.049 5.925 0.867
H -1.752 5.516 2.488
H -1.198 3.114 2.191
H 0.217 4.108 1.893
H -0.078 3.940 -0.533
H 1.461 -3.975 3.091
H 0.002 -3.367 3.697
H -1.080 -6.796 1.289
H -0.201 -8.328 -0.408
H 1.877 -7.789 -1.668
H 3.068 -5.624 -1.106
H 2.129 -4.065 0.548
H 2.605 -1.820 -0.080
H 4.080 -1.546 -0.902
H 3.537 2.299 -2.980
H -2.404 2.155 0.033
H -1.781 2.516 -1.509
*
```

Entry 7:
Formula: C22H20N9O4SV
Source: OMol25
Level of theory: wB97M-V/def2-TZVPD

<S²>	0.78
energy relative to the best compared isomer or geometry (same formula, charge and spin)	279.3	kJ/mol
gap between HOMO and LUMO (alpha / beta)	6.4 / 5.8	eV

Geometry as ORCA input:
```
! RIJCOSX wB97M-V def2-TZVPD def2/J DEFGRID3
* xyz 1 2
V 0.757 -1.254 0.468
C 3.903 1.659 0.333
C 2.780 0.717 0.073
N 2.242 -0.065 0.993
O 2.691 0.024 2.294
C 2.125 0.558 -1.187
C 2.508 1.220 -2.473
N 1.179 -0.302 -0.997
O 0.244 -0.908 -1.492
H 4.347 1.484 1.312
H 3.561 2.692 0.277
H 4.675 1.525 -0.423
H 2.422 0.879 2.676
H 2.513 2.303 -2.361
H 1.821 0.935 -3.267
H 3.512 0.914 -2.764
O -0.539 -0.332 1.021
C -1.509 -0.311 1.883
C -2.650 0.496 1.741
C -3.669 0.431 2.666
C -3.583 -0.414 3.768
C -2.457 -1.186 3.953
C -1.407 -1.145 3.031
C -0.191 -1.897 3.205
N 0.786 -2.034 2.300
C 1.785 -2.742 2.903
C 1.419 -3.041 4.180
N 0.175 -2.511 4.353
H -2.710 1.154 0.887
H -4.553 1.031 2.531
H -4.389 -0.464 4.482
H -2.404 -1.846 4.805
H 2.710 -2.963 2.405
H 1.943 -3.557 4.957
H -0.356 -2.538 5.209
O 1.708 -2.498 -0.107
N 2.189 -3.386 -0.870
C 3.315 -4.018 -0.646
C 3.726 -5.027 -1.544
N 4.097 -5.864 -2.233
C 4.164 -3.713 0.442
N 4.790 -3.362 1.340
N -3.833 3.827 -5.416
C -4.134 3.510 -4.155
S -5.509 4.044 -3.418
C -3.173 2.718 -3.371
C -3.613 1.669 -2.566
C -2.683 0.998 -1.788
N -1.405 1.339 -1.717
C -0.994 2.342 -2.474
C -1.819 3.045 -3.339
H -4.466 4.415 -5.937
H -3.025 3.449 -5.885
H -4.655 1.389 -2.554
H -2.983 0.153 -1.183
H 0.051 2.605 -2.385
H -1.430 3.855 -3.936
*
```

Entry 8:
Formula: C22H20O8
Source: OMol25
Level of theory: wB97M-V/def2-TZVPD

SMILES string	CCOC(=O)c1oc2cc(OC(C)=O)ccc2c(=O)c1-c1ccc(OC)c(OC)c1
energy relative to the best compared isomer or geometry (same formula, charge and spin)	0.0	kJ/mol
gap between HOMO and LUMO	7.6	eV

Geometry as ORCA input:
```
! RIJCOSX wB97M-V def2-TZVPD def2/J DEFGRID3
* xyz 0 1
C 0.613 5.069 -0.894
C -0.046 4.453 0.330
O 0.367 3.095 0.513
C -0.273 2.171 -0.196
O -1.186 2.380 -0.951
C 0.328 0.813 0.044
O 1.677 0.856 0.032
C 2.362 -0.299 0.165
C 3.756 -0.208 0.177
C 4.501 -1.364 0.300
O 5.878 -1.409 0.355
C 6.696 -0.428 -0.080
C 8.125 -0.834 0.155
O 6.340 0.598 -0.588
C 3.870 -2.610 0.421
C 2.501 -2.687 0.409
C 1.719 -1.534 0.278
C 0.251 -1.624 0.266
O -0.341 -2.687 0.321
C -0.418 -0.312 0.187
C -1.874 -0.249 0.330
C -2.464 0.664 1.197
C -3.833 0.680 1.341
C -4.660 -0.202 0.648
O -5.984 -0.038 0.915
C -6.971 -0.825 0.286
C -4.066 -1.145 -0.214
O -4.877 -2.029 -0.879
C -4.277 -3.025 -1.673
C -2.686 -1.145 -0.357
H 1.695 4.989 -0.819
H 0.281 4.555 -1.793
H 0.338 6.117 -0.967
H 0.259 4.964 1.245
H -1.136 4.478 0.230
H 4.214 0.762 0.081
H 8.787 -0.031 -0.154
H 8.343 -1.734 -0.414
H 8.272 -1.057 1.209
H 4.483 -3.491 0.523
H 1.990 -3.633 0.499
H -1.852 1.342 1.773
H -4.312 1.379 2.008
H -6.947 -0.712 -0.800
H -7.919 -0.448 0.670
H -6.869 -1.881 0.541
H -5.101 -3.642 -2.029
H -3.584 -3.640 -1.092
H -3.753 -2.594 -2.531
H -2.216 -1.850 -1.020
*
```

Entry 9:
Formula: C22H21BrN2O4
Source: OMol25
Level of theory: wB97M-V/def2-TZVPD

SMILES string	COc1cc(NC(=O)c2ccc(-c3ccc(Br)cc3)o2)ccc1NC(=O)C(C)C
gap between HOMO and LUMO	7.7	eV

Geometry as ORCA input:
```
! RIJCOSX wB97M-V def2-TZVPD def2/J DEFGRID3
* xyz 0 1
C 2.845 0.392 2.464
O 1.893 1.386 2.770
C 0.762 1.455 1.998
C 0.491 0.610 0.939
C -0.690 0.760 0.213
N -1.009 -0.072 -0.865
C -0.298 -1.118 -1.381
O 0.777 -1.505 -0.969
C -0.974 -1.762 -2.526
C -2.163 -1.529 -3.182
C -2.249 -2.492 -4.200
C -1.106 -3.258 -4.106
C -0.642 -4.391 -4.880
C 0.583 -4.988 -4.570
C 1.044 -6.068 -5.295
C 0.276 -6.559 -6.339
Br 0.904 -8.048 -7.344
C -0.942 -5.984 -6.665
C -1.398 -4.904 -5.936
O -0.346 -2.809 -3.094
C -1.589 1.761 0.558
C -1.322 2.608 1.617
C -0.152 2.470 2.348
N 0.190 3.280 3.430
C -0.496 4.315 3.980
O -1.570 4.716 3.584
C 0.219 4.949 5.172
C 0.377 3.942 6.312
C 1.566 5.541 4.756
H 2.421 -0.611 2.564
H 3.646 0.521 3.190
H 3.244 0.519 1.454
H 1.174 -0.170 0.655
H -1.892 0.144 -1.305
H -2.893 -0.771 -2.977
H -3.048 -2.601 -4.904
H 1.170 -4.594 -3.754
H 1.990 -6.527 -5.054
H -1.527 -6.380 -7.481
H -2.345 -4.457 -6.189
H -2.505 1.882 -0.002
H -2.017 3.385 1.887
H 1.079 3.029 3.840
H -0.432 5.762 5.511
H -0.587 3.514 6.578
H 0.785 4.439 7.190
H 1.051 3.132 6.039
H 1.437 6.232 3.926
H 2.004 6.085 5.590
H 2.267 4.766 4.453
*
```

no.,calculated total energy (eV)
1,-86600.9064
2,-66361.2124
3,-52770.4382
4,-31146.6766
5,-36730.0137
6,-36170.1844
7,-81251.1216
8,-39517.8592
9,-104368.2867